Entry 1:
CH40N3O17 | wB97M-V/def2-TZVPD

```
61
Properties=species:S:1:pos:R:3:forces:R:3:nbo_charge:R:1
N 0.24342 1.14930 -1.00460 3.539 0.052 -3.432 -0.810
C 0.82334 2.37471 -1.04687 0.691 -0.941 1.119 0.675
N -0.01130 3.47548 -1.20414 4.972 -0.780 0.917 -0.778
N 2.18523 2.28735 -0.88103 0.483 5.696 -1.537 -0.812
H 0.93114 0.33509 -0.98064 -1.058 1.559 0.596 0.434
H -0.43636 0.99919 -0.37991 -3.987 -0.496 2.627 0.425
H 0.24883 4.46536 -1.11418 0.153 -1.075 -0.017 0.426
H -0.94358 3.24678 -1.28197 -2.867 -0.573 -0.536 0.450
H 2.77130 1.58185 -0.42256 -1.609 -0.622 -0.362 0.470
H 2.72855 3.23457 -0.78647 -1.694 -2.327 -0.610 0.423
H -3.21363 1.43185 0.77861 0.356 1.054 -0.066 0.493
H -2.75532 2.63047 1.59553 -0.041 0.991 2.524 0.460
O -2.80167 2.32369 0.73409 -0.601 -0.488 -2.707 -0.983
H 1.79319 0.14229 -2.84105 0.330 -0.149 -0.895 0.500
H 2.49848 -0.39565 -4.17257 -0.194 0.838 -1.624 0.496
O 2.31986 -0.55278 -3.27169 -0.260 -0.314 1.778 -0.979
H -2.48983 -0.23243 1.09197 -0.540 -0.450 -0.060 0.482
H -1.76717 0.49926 2.18514 -0.350 1.636 3.300 0.489
O -1.65702 0.12075 1.36587 2.159 -2.434 -3.330 -0.991
H 2.73565 -2.65283 1.86150 0.993 -1.542 -0.426 0.494
H 1.38976 -2.08626 2.21984 0.583 0.350 0.144 0.515
O 2.29687 -1.83522 1.92968 -1.388 1.081 1.060 -0.956
H -4.72731 -0.49022 0.75166 -0.814 -0.234 0.037 0.502
H -4.86860 0.61918 1.86802 -1.552 0.500 1.042 0.505
O -4.30553 0.18667 1.26867 1.489 -0.739 -1.056 -0.967
H -1.88132 -3.77723 0.70136 0.458 -1.437 -0.833 0.485
H -1.34783 -3.87733 -0.69621 -0.178 -1.919 1.840 0.484
O -1.44119 -4.47399 0.12867 0.167 2.695 -0.500 -0.950
H -3.33879 3.16237 -1.17604 -2.889 0.923 3.707 0.487
H -3.24698 2.59799 -2.52402 -1.317 -0.961 -2.124 0.477
O -2.76855 2.95457 -1.82869 4.321 0.048 -1.807 -0.948
H 0.43848 -4.22124 0.60233 0.995 0.535 -0.951 0.513
H 1.67947 -4.84822 0.18440 2.874 -6.333 -0.443 0.463
O 1.35751 -4.04233 0.21633 -3.885 5.536 1.294 -0.977
H -0.96726 -1.86057 3.66912 1.166 0.139 -1.115 0.496
H -0.55609 -1.47987 2.24685 -2.367 1.881 -4.122 0.486
O -0.21861 -1.75265 3.02573 0.999 -1.909 5.106 -0.970
H -0.78792 -2.63704 -3.72552 -0.379 -0.892 -1.272 0.480
H -0.05725 -2.04276 -2.66276 -0.250 -0.024 0.506 0.508
O -0.98802 -2.09374 -2.98332 0.376 0.648 0.717 -0.979
H 2.90729 -0.54865 -0.53062 -1.084 0.641 1.067 0.513
H 2.27999 -0.65318 0.95870 -0.245 0.266 -1.757 0.526
O 2.18679 -0.13240 0.06256 2.319 -1.591 0.448 -1.073
H 2.21086 -2.30520 -2.45559 -1.241 -0.905 0.466 0.496
H 1.44667 -3.28383 -1.44694 0.265 -0.566 1.635 0.504
O 1.43993 -2.91670 -2.31388 0.956 1.370 -1.916 -1.000
H 4.12284 -1.01760 -2.60114 0.103 -0.178 0.567 0.505
H 4.76759 -1.68441 -1.32382 1.199 -1.875 0.367 0.483
O 4.33591 -0.93887 -1.65755 -1.039 1.967 -0.392 -0.966
H -0.28633 3.43567 1.48467 -0.185 0.389 0.274 0.484
H -0.10340 4.37732 2.61819 4.747 3.639 3.089 0.475
O -0.71622 3.90842 2.21786 -4.449 -3.705 -3.689 -0.933
H -0.72764 1.63317 4.03667 -0.006 0.066 0.019 0.485
H -1.41829 2.47916 2.98018 0.668 2.134 -0.853 0.487
O -1.50935 1.70566 3.48372 -0.653 -2.354 1.543 -0.976
H 3.41762 3.08267 2.05433 -0.787 0.559 -0.583 0.487
H 2.36508 2.24798 1.39100 -0.112 0.416 -0.040 0.476
O 2.66935 3.17309 1.41342 1.071 -0.759 1.623 -0.958
H -2.11135 -2.56432 -1.73684 -1.063 0.774 1.420 0.509
H -3.46077 -2.00627 -1.19558 -0.278 0.092 -0.231 0.470
O -2.68052 -2.45813 -0.88046 0.928 0.097 -1.545 -1.017
```
Positions in Å, forces in eV/Å.

HOMO level: -12.96 eV
spin multiplicity: 1
ΔE to the lowest compared entry with this formula, charge and spin: 5.605 eV
Kohn-Sham gap: 10.7 eV
charge: +1

Entry 2:
C32H26F3IrNO2P2 | wB97M-V/def2-TZVPD

```
67
Properties=species:S:1:pos:R:3:forces:R:3:nbo_charge:R:1
Ir -0.82002 -0.06794 -0.73194 -0.028 1.462 0.173 1.093
C -1.52001 1.97246 1.97809 -0.275 -0.253 -0.246 -0.772
P -1.81093 0.19327 1.49333 0.101 -0.266 0.629 1.079
C -0.71390 -0.85864 2.50283 -0.084 0.202 -0.623 -0.426
C -0.04538 -1.89133 1.84306 -0.158 0.094 -0.233 -0.207
C 0.77703 -2.75375 2.54248 0.027 -0.113 0.078 -0.190
C 0.93207 -2.58715 3.91088 0.032 0.012 -0.117 -0.159
C 0.28121 -1.55472 4.56885 -0.110 0.133 0.056 -0.197
C -0.54871 -0.68961 3.87269 0.064 0.023 -0.006 -0.124
C -3.49689 -0.25144 1.93612 0.056 -0.070 -0.435 -0.329
C -3.81854 -1.61629 1.86411 0.167 0.211 0.012 -0.199
C -5.09217 -2.03870 2.18400 -0.108 -0.001 0.024 -0.190
C -6.05515 -1.11083 2.56146 0.114 0.178 -0.065 -0.141
C -5.74906 0.24395 2.59731 -0.094 -0.114 0.037 -0.178
C -4.47826 0.68200 2.27376 0.225 -0.020 -0.030 -0.206
C -0.36397 2.50861 1.22683 0.184 -0.240 -0.278 0.343
C 0.37582 3.72995 1.31564 0.522 0.313 -0.348 -0.215
C 1.27680 3.73030 0.27426 -0.383 0.244 0.520 -0.217
C 1.07435 2.51549 -0.44104 -0.230 -0.128 0.238 0.346
C 1.66803 1.95585 -1.66673 -0.101 -0.409 -0.427 -0.764
P 1.51372 0.08286 -1.54683 0.714 0.700 -0.371 1.047
C 1.73354 -0.71529 -3.14728 -0.256 -0.084 0.263 -0.427
C 2.23654 -2.02659 -3.13883 -0.035 0.259 0.145 -0.190
C 2.31221 -2.74455 -4.31368 -0.101 -0.038 -0.155 -0.184
C 1.84545 -2.18645 -5.49871 0.003 0.209 0.143 -0.136
C 1.31587 -0.89957 -5.50466 0.000 -0.080 -0.100 -0.209
C 1.24842 -0.16305 -4.33638 0.044 0.054 0.194 -0.113
C 2.97357 -0.25932 -0.52337 -0.455 -0.344 0.075 -0.420
C 2.85449 -0.31128 0.86312 -0.182 0.000 -0.159 -0.205
C 3.97631 -0.52695 1.64175 0.162 0.020 0.022 -0.188
C 5.22161 -0.66357 1.04167 -0.214 -0.002 0.049 -0.155
C 5.34164 -0.58566 -0.33836 0.125 0.047 -0.002 -0.206
C 4.22424 -0.39366 -1.12890 -0.208 0.067 -0.083 -0.129
N 0.10975 1.80966 0.18418 -0.427 -1.037 -0.563 -0.612
H -1.41014 2.09958 3.06031 -0.040 -0.133 -0.114 0.292
H -2.41242 2.54021 1.67457 0.116 -0.070 0.042 0.303
H -0.18160 -2.01562 0.75906 0.053 -0.145 0.334 0.194
H 1.28775 -3.55597 2.03321 0.044 -0.070 -0.067 0.240
H 1.56524 -3.26144 4.46590 0.063 -0.071 0.054 0.244
H 0.41286 -1.42411 5.63194 -0.006 -0.005 0.093 0.244
H -1.06203 0.10130 4.39830 -0.080 0.071 0.097 0.217
H -3.07052 -2.33789 1.55946 0.029 -0.048 0.054 0.224
H -5.34783 -3.08666 2.13749 0.040 -0.067 -0.009 0.243
H -7.05159 -1.43798 2.81205 -0.098 -0.055 0.034 0.243
H -6.50572 0.96065 2.87587 -0.059 0.063 0.026 0.242
H -4.26219 1.73982 2.29859 -0.016 0.058 0.018 0.218
H 0.23528 4.50289 2.04652 -0.037 0.128 0.150 0.262
H 1.97649 4.49911 0.01160 0.154 0.169 0.008 0.262
H 2.70773 2.27705 -1.79665 -0.149 -0.226 -0.058 0.291
H 1.09412 2.28599 -2.54255 0.009 0.102 0.043 0.291
H 2.57254 -2.46638 -2.21159 0.095 -0.087 0.071 0.229
H 2.71505 -3.74563 -4.30989 0.040 -0.070 0.020 0.241
H 1.88931 -2.75196 -6.41710 0.008 -0.042 -0.059 0.243
H 0.94068 -0.47694 -6.42555 0.014 0.036 -0.025 0.244
H 0.81424 0.82669 -4.34835 -0.032 0.048 -0.048 0.216
H 1.88106 -0.19053 1.32003 0.022 -0.043 0.107 0.219
H 3.88004 -0.59304 2.71425 0.004 0.025 0.113 0.233
H 6.09459 -0.83214 1.65224 0.102 -0.007 0.041 0.242
H 6.31341 -0.66902 -0.80089 0.061 -0.048 -0.044 0.243
H 4.31827 -0.33929 -2.20476 0.060 -0.036 -0.047 0.225
F -3.38149 1.95622 -4.45329 0.047 -0.240 0.084 -0.284
C -2.86761 2.52324 -3.37491 -0.157 0.209 -0.108 0.904
F -1.85797 3.32221 -3.76174 0.179 -0.074 0.086 -0.312
F -3.79203 3.28188 -2.80057 0.077 -0.200 0.111 -0.288
C -2.27338 1.48772 -2.37495 -0.635 1.035 -0.602 0.692
O -2.40637 1.70366 -1.16314 0.217 -0.130 0.939 -0.633
O -1.59543 0.54825 -2.82516 0.787 -1.105 0.239 -0.644
```
Positions in Å, forces in eV/Å.

HOMO level (spin up / spin down): -14.24 / -14.74 eV
spin multiplicity: 6
Kohn-Sham gap (spin up / spin down): 8.5 / 5.7 eV
charge: +2

Entry 3:
C7H16CrF4N2O13S4 | wB97M-V/def2-TZVPD

```
47
Properties=species:S:1:pos:R:3:forces:R:3:nbo_charge:R:1
Cr -0.06546 0.05795 0.01458 -0.625 3.023 3.362 1.458
N -1.34328 -0.24110 -1.54582 -3.519 0.370 -1.249 -1.178
S -1.32027 -0.61929 -3.08924 4.186 -3.065 -1.690 2.475
O -1.49876 0.45091 -4.00458 -0.679 0.186 0.132 -0.884
O -1.83634 -1.93146 -3.27678 -0.870 0.389 -0.706 -0.892
F 0.24547 -0.96412 -3.22350 -0.066 0.909 0.425 -0.511
S -3.04906 0.07738 -1.51992 -0.342 1.217 4.667 2.444
O -3.94950 -0.91255 -1.97117 0.291 -0.441 -1.090 -0.861
O -3.33693 1.45205 -1.69421 0.331 0.224 -0.803 -0.878
F -3.15996 -0.11566 0.04546 0.083 0.000 -0.138 -0.488
N 1.54171 -1.13969 -0.28852 2.251 -2.685 -0.281 -1.189
S 1.73365 -2.78121 -0.72564 -4.336 -0.666 -1.246 2.456
O 1.93654 -3.70181 0.32987 0.996 0.372 0.659 -0.876
O 2.26065 -3.02594 -2.01386 0.585 0.388 0.095 -0.853
F 0.15201 -2.95829 -0.95325 0.150 0.219 -0.173 -0.517
S 3.09799 -0.87811 0.07928 1.482 3.750 -0.149 2.482
O 3.88761 -0.97677 -1.10472 0.343 -0.910 0.331 -0.904
O 3.50980 -1.37017 1.33871 0.019 -0.655 0.090 -0.878
F 3.12288 0.69466 0.27666 -0.719 -0.282 0.188 -0.489
C -0.37978 1.60328 2.07264 -0.151 -1.117 -1.569 0.944
O -0.69913 2.17955 3.08196 0.558 0.196 0.355 -0.668
O 0.71834 0.95298 1.73747 1.269 -1.127 0.239 -0.761
O -1.15965 1.43014 1.02177 -1.513 -0.320 -1.608 -0.754
C 2.22132 3.49419 -0.73141 0.201 1.050 1.797 -0.649
C 0.78259 3.04760 -0.87574 0.183 -0.186 -1.069 0.096
C 0.04931 3.65995 -2.05337 -0.021 0.546 -0.413 -0.631
O 0.79776 1.60495 -1.09468 -0.318 -0.309 0.465 -0.707
H 2.53953 3.28491 0.29532 0.086 -0.570 -0.166 0.240
H 2.27288 4.58805 -0.69336 -0.099 -0.004 -0.625 0.213
H 2.99340 3.10322 -1.39084 -0.380 -0.129 -0.395 0.216
H 0.21863 3.24890 0.02965 0.084 -0.325 0.118 0.227
H -1.02672 3.49257 -2.02093 0.029 -0.131 0.156 0.241
H 0.39864 3.29383 -3.02401 0.153 -0.231 0.154 0.206
H 0.23477 4.73705 -2.08508 -0.138 0.014 0.181 0.208
H 1.40582 1.44905 -1.82602 -0.034 -0.357 0.005 0.502
C -2.33898 -2.37232 2.91685 -0.644 0.998 -0.800 -0.634
C -1.05478 -1.71146 2.44799 0.459 -0.390 1.039 0.101
C 0.19899 -2.44658 2.91302 -0.141 0.265 -0.250 -0.631
O -1.06337 -1.51376 1.02134 0.216 0.426 -0.046 -0.708
H -2.57314 -3.29743 2.38595 0.232 -0.163 0.149 0.201
H -3.12337 -1.65049 2.66448 -0.234 -0.261 0.083 0.226
H -2.38014 -2.50711 3.99441 0.286 -0.174 0.010 0.224
H -1.02892 -0.71050 2.87609 0.023 0.081 -0.204 0.207
H 1.04308 -2.14422 2.29696 0.137 0.004 0.184 0.240
H 0.10159 -3.53232 2.86829 -0.058 -0.006 -0.096 0.201
H 0.38534 -2.14588 3.94439 0.119 -0.111 0.013 0.217
H -1.46278 -2.25493 0.55350 0.137 -0.009 -0.131 0.512
```
Positions in Å, forces in eV/Å.

HOMO level (spin up / spin down): -6.93 / -7.00 eV
spin multiplicity: 4
Kohn-Sham gap (spin up / spin down): 8.7 / 9.6 eV
charge: -1

Entry 4:
C2H3NS3 | wB97M-V/def2-TZVPD

```
9
Properties=species:S:1:pos:R:3:forces:R:3:nbo_charge:R:1
C -1.52258 -0.27639 0.51828 0.306 -0.169 -0.520 -0.085
C 1.61106 0.09761 -0.95859 -0.140 0.583 0.105 -0.538
H -1.83256 -0.70657 1.46362 -0.244 -0.037 0.138 0.197
H -0.03995 0.53809 1.64443 0.092 0.036 0.034 0.414
H 2.20415 0.44426 -1.81589 -0.127 -0.174 0.207 0.227
N -0.43849 0.52398 0.72008 0.187 0.451 -0.620 -0.746
S -2.24368 -0.65826 -0.89081 0.198 0.222 0.415 -0.074
S 0.44399 1.30248 -0.51769 -0.690 -0.058 0.275 0.544
S 1.81806 -1.26519 -0.16341 0.418 -0.853 -0.034 0.061
```
Positions in Å, forces in eV/Å.

SMILES: S=CNSC=S
HOMO level: -8.75 eV
spin multiplicity: 1
ΔE to the lowest compared entry with this formula, charge and spin: 0.858 eV
Kohn-Sham gap: 8.3 eV

> Which value of spin multiplicity does entry 3 give?

4